[1]
{"formula": "C29H39AsMnO2PSe2", "method": "the ωB97M-V functional and the def2-TZVPD basis", "spin_multiplicity": 6, "s2": 8.762, "charge": -1, "total_energy_ev": -266941.5583, "symbols": ["Mn", "O", "C", "C", "C", "O", "C", "Se", "C", "Se", "H", "H", "H", "H", "H", "H", "H", "H", "H", "H", "C", "C", "C", "C", "C", "C", "C", "P", "C", "C", "C", "C", "C", "C", "C", "C", "C", "C", "C", "C", "C", "C", "H", "H", "H", "H", "H", "H", "H", "H", "H", "H", "H", "H", "H", "H", "H", "H", "H", "H", "H", "H", "C", "As", "C", "C", "H", "H", "H", "H", "H", "H", "H", "H", "H"], "coordinates": [[-0.17558, 1.55948, 1.62545], [4.48034, 0.87458, 3.48149], [4.35353, -0.08331, 2.38713], [3.20695, 0.17407, 1.41692], [3.51659, -0.80200, 0.25856], [2.43811, -0.91784, -0.66235], [1.85336, -0.26149, 2.08299], [1.10434, 0.67484, 3.64086], [3.12706, 1.58947, 0.93502], [1.59575, 2.18432, -0.06477], [3.65426, 0.98824, 3.93900], [4.29404, -1.14182, 2.68769], [5.31688, -0.05015, 1.82985], [3.67930, -1.81866, 0.70803], [4.37147, -0.36545, -0.27986], [1.91009, -0.13109, -0.82852], [2.14274, -1.24015, 2.49048], [1.09280, -0.42220, 1.32103], [4.07853, 1.87043, 0.48855], [3.06280, 2.22805, 1.84510], [-1.10760, -2.69145, 2.69543], [-1.54126, -3.30529, 1.40231], [-1.62264, -4.68305, 1.26909], [-1.90888, -5.27253, 0.03636], [-1.96790, -4.44910, -1.14918], [-1.92408, -3.08113, -0.94826], [-1.73242, -2.45931, 0.29710], [-1.70842, -0.62728, 0.51241], [-1.90484, -0.05524, -1.22106], [-0.69756, 0.11327, -1.94372], [-0.64623, 0.48939, -3.27414], [-1.89182, 0.61475, -3.97439], [-3.06787, 0.34912, -3.27090], [-3.13019, -0.00952, -1.89433], [-4.43691, -0.21265, -1.24669], [-3.18126, -0.24855, 1.50043], [-4.02774, -1.23420, 1.98178], [-4.99402, -0.93203, 2.93122], [-5.10368, 0.35749, 3.39303], [-4.20376, 1.30825, 2.94837], [-3.24967, 1.06355, 1.93197], [-2.36968, 2.06209, 1.28573], [-1.37581, -3.35648, 3.55754], [-1.62182, -1.82278, 2.88544], [-0.03185, -2.53166, 2.69454], [-1.53726, -5.35449, 2.05828], [-1.96398, -6.37706, 0.02200], [-2.15627, -4.94523, -2.13347], [-2.12768, -2.48433, -1.81183], [0.35109, 0.07191, -1.35523], [0.32210, 0.65133, -3.80244], [-2.00547, 0.85588, -4.99794], [-4.00419, 0.56055, -3.72624], [-5.15935, 0.10581, -1.94028], [-4.62733, 0.46394, -0.43016], [-4.64474, -1.24687, -1.02890], [-3.94784, -2.31304, 1.74078], [-5.78175, -1.66735, 3.22307], [-5.87483, 0.70149, 4.07552], [-4.25668, 2.30772, 3.40988], [-2.44865, 3.09612, 1.57241], [-2.42369, 2.05822, 0.17109], [4.27455, 1.25972, -2.52189], [4.79697, 2.91253, -3.54941], [5.02832, 4.25132, -2.13771], [2.90923, 3.42855, -3.87892], [4.05233, 1.65158, -1.50395], [5.10307, 0.60668, -2.49613], [3.45906, 0.71975, -2.97893], [5.13457, 5.22032, -2.77561], [5.89565, 4.20327, -1.47151], [4.15124, 4.31756, -1.46224], [2.40730, 3.49651, -2.98137], [2.53247, 2.65081, -4.55914], [2.88635, 4.50178, -4.43251]], "lowdin_charge": [0.376, -0.091, -0.210, -0.580, -0.211, -0.116, -0.626, 0.494, -0.588, 0.585, -0.023, 0.116, 0.131, 0.140, 0.106, -0.047, 0.050, -0.018, 0.058, 0.049, -0.054, -0.290, -0.065, -0.078, -0.075, -0.092, -0.275, 1.113, -0.339, -0.120, -0.072, -0.066, -0.050, -0.274, -0.045, -0.387, -0.115, -0.121, -0.120, -0.053, -0.352, -0.224, 0.104, 0.016, 0.080, 0.083, 0.097, 0.106, 0.087, 0.066, 0.107, 0.079, 0.087, 0.055, 0.084, 0.090, 0.117, 0.105, 0.095, 0.110, 0.014, 0.036, -0.341, 1.004, -0.400, -0.370, -0.022, -0.015, 0.017, 0.035, 0.005, 0.016, -0.057, 0.001, 0.068]}

---

[2]
{"formula": "C29H39CuN3OSiTa", "method": "the ωB97M-V functional and the def2-TZVPD basis", "charge": 2, "total_energy_ev": -91278.9968, "symbols": ["N", "C", "O", "Cu", "Ta", "N", "N", "C", "C", "C", "C", "C", "C", "C", "C", "H", "H", "H", "H", "H", "H", "H", "H", "H", "H", "H", "H", "H", "H", "H", "H", "H", "H", "C", "H", "H", "H", "C", "H", "H", "H", "C", "C", "C", "C", "C", "C", "Si", "C", "C", "C", "C", "C", "C", "C", "C", "C", "C", "C", "C", "H", "H", "H", "H", "H", "H", "H", "H", "H", "H", "H", "H", "H", "H", "H"], "coordinates": [[-2.36936, -0.63977, -0.79461], [-3.42534, -1.25596, -0.69989], [-4.42367, -1.88063, -0.63220], [0.04087, 2.24664, 0.26810], [-0.49904, -0.00255, -0.96951], [0.16870, 1.75866, -1.62946], [0.55473, -1.44998, -1.68884], [-0.69056, 2.57728, -2.53003], [-0.08559, -2.40555, -2.61859], [-0.38564, 4.05884, -2.26295], [-0.34927, 2.22457, -3.97992], [-2.15305, 2.27419, -2.23880], [-0.77681, -3.46612, -1.76652], [0.97578, -3.03972, -3.51556], [-1.09157, -1.70808, -3.51532], [-0.52340, 4.29985, -1.19885], [-1.07481, 4.67502, -2.85391], [0.64203, 4.30413, -2.55295], [0.64043, 2.60691, -4.25782], [-1.08946, 2.69247, -4.64528], [-0.37115, 1.13834, -4.15815], [-2.40689, 1.20323, -2.34677], [-2.75948, 2.82187, -2.97162], [-2.44676, 2.62158, -1.23841], [-0.04723, -3.96991, -1.11996], [-1.25262, -4.20348, -2.42884], [-1.54948, -3.02182, -1.12665], [1.63054, -3.71895, -2.96224], [1.58020, -2.26378, -3.99723], [0.47318, -3.62364, -4.29570], [-1.51586, -2.47410, -4.18226], [-0.60068, -0.95478, -4.14845], [-1.93149, -1.26079, -2.96754], [1.64171, 1.91760, -1.83703], [2.13851, 0.94951, -2.03808], [1.79854, 2.59376, -2.68937], [2.11751, 2.37526, -0.94956], [1.81556, -1.94017, -1.09842], [2.02712, -1.43763, -0.14633], [1.74529, -3.01819, -0.88589], [2.66156, -1.74038, -1.77873], [-0.69659, 4.34013, 3.14906], [0.48326, 4.13159, 2.44781], [0.85271, 2.81001, 2.05528], [-0.08220, 1.74718, 2.26290], [-1.22549, 1.96799, 3.07214], [-1.53524, 3.26060, 3.48002], [0.25369, 0.05806, 1.50602], [1.90849, -0.38690, 2.29710], [3.12242, -0.05272, 1.67786], [4.34045, -0.37853, 2.29087], [4.35474, -0.99487, 3.54736], [3.14732, -1.28888, 4.19053], [1.93033, -0.97977, 3.56945], [-0.95811, -1.31762, 1.97483], [-0.46487, -2.62567, 2.11300], [-1.31001, -3.64347, 2.55970], [-2.64333, -3.35935, 2.87653], [-3.14782, -2.07075, 2.68357], [-2.31739, -1.06493, 2.19100], [-0.96310, 5.34200, 3.48783], [1.16910, 4.95499, 2.23398], [1.89966, 2.56918, 1.82810], [-1.82677, 1.11797, 3.39015], [-2.42141, 3.44040, 4.09350], [3.12218, 0.45594, 0.70762], [5.27743, -0.14424, 1.77983], [5.30440, -1.24031, 4.02431], [3.14671, -1.76129, 5.17512], [0.99054, -1.20962, 4.07670], [0.58207, -2.83136, 1.86949], [-0.91973, -4.65682, 2.67735], [-3.29606, -4.14634, 3.25977], [-4.19250, -1.84079, 2.90712], [-2.71791, -0.06553, 1.99425]], "lowdin_charge": [-0.078, -0.360, 0.215, 0.340, 1.649, -0.357, -0.252, -0.655, -0.661, -0.011, -0.014, -0.047, -0.022, -0.029, -0.054, 0.085, 0.114, 0.094, 0.091, 0.113, 0.073, 0.056, 0.118, 0.097, 0.088, 0.112, 0.062, 0.092, 0.101, 0.108, 0.115, 0.079, 0.050, -0.074, 0.094, 0.089, 0.091, -0.095, 0.033, 0.100, 0.105, -0.034, -0.031, -0.167, -0.349, -0.043, -0.019, 0.635, -0.298, -0.133, -0.059, -0.050, -0.045, -0.080, -0.322, -0.103, -0.047, -0.040, -0.055, -0.155, 0.127, 0.128, 0.126, 0.101, 0.129, 0.089, 0.116, 0.119, 0.120, 0.114, 0.109, 0.120, 0.123, 0.123, 0.096]}

---

[3]
{"formula": "C29H40BHgN9O6", "method": "the ωB97M-V functional and the def2-TZVPD basis", "spin_multiplicity": 2, "s2": 0.769, "charge": -1, "total_energy_ev": -61269.3412, "symbols": ["Hg", "C", "O", "C", "O", "N", "N", "H", "H", "H", "H", "H", "H", "N", "C", "C", "N", "C", "C", "N", "C", "C", "N", "H", "H", "H", "H", "H", "H", "C", "C", "C", "O", "B", "O", "C", "C", "C", "H", "H", "H", "H", "H", "H", "H", "H", "H", "H", "H", "H", "O", "O", "N", "C", "C", "C", "C", "C", "N", "C", "H", "H", "H", "H", "C", "N", "C", "C", "C", "C", "C", "C", "C", "C", "H", "H", "H", "H", "H", "H", "H", "H", "H", "H", "H", "H"], "coordinates": [[-1.15385, 0.53267, 0.74212], [-4.13703, 3.22479, -2.17368], [-3.39961, 2.27239, -2.93202], [-2.28570, 1.76495, -2.34565], [-1.86579, 2.12811, -1.26573], [-1.68994, 0.89111, -3.17535], [-0.59182, 0.09065, -2.83980], [-4.41632, 4.03104, -2.84904], [-3.53276, 3.61333, -1.35638], [-5.03116, 2.74671, -1.77188], [-2.21261, 0.58474, -3.97515], [0.17272, 0.67819, -2.52079], [-0.81785, -0.49918, -2.04280], [-3.72503, -3.19285, -0.34775], [-3.24766, -3.55586, -1.58435], [-2.92970, -2.39147, -2.20897], [-3.15937, -1.32510, -1.38778], [-3.60978, -1.83100, -0.26446], [-4.00486, -1.06660, 0.88832], [-3.63965, 0.17557, 1.15866], [-4.23845, 0.50482, 2.34025], [-4.98018, -0.53482, 2.80244], [-4.83187, -1.53261, 1.86901], [-3.77725, -3.81821, 0.43649], [-3.19777, -4.58364, -1.89681], [-2.54700, -2.25318, -3.20716], [-4.09165, 1.47687, 2.78105], [-5.57719, -0.66058, 3.68770], [-5.19850, -2.46406, 1.93999], [2.44285, -5.65224, -0.68620], [2.55475, -4.13436, -0.57589], [3.68009, -3.79412, 0.40268], [1.34148, -3.63426, -0.00935], [0.93332, -2.53312, -0.74102], [1.73800, -2.32359, -1.85196], [2.66497, -3.39375, -1.96544], [2.20709, -4.24991, -3.15127], [4.04252, -2.81378, -2.26397], [2.37472, -6.07324, 0.31788], [3.31887, -6.06792, -1.18612], [1.54505, -5.93664, -1.23237], [3.39461, -4.17733, 1.38318], [3.79944, -2.71489, 0.49246], [4.62590, -4.24679, 0.10294], [1.17494, -4.56816, -2.99801], [2.84618, -5.12006, -3.30575], [2.23465, -3.62612, -4.04445], [4.33968, -2.10250, -1.49706], [3.99736, -2.27928, -3.21240], [4.78811, -3.60909, -2.33606], [-0.10898, -1.71479, -0.58137], [-0.82462, -1.70934, 0.69117], [3.71601, 3.62971, -3.74747], [3.41809, 2.95145, -2.84817], [3.07026, 2.12527, -1.77376], [4.06051, 1.51615, -0.91280], [3.62295, 0.69030, 0.09448], [2.25831, 0.45243, 0.27067], [1.30898, 1.05578, -0.51578], [1.71390, 1.85331, -1.47429], [5.11112, 1.72637, -1.06652], [4.33536, 0.22869, 0.77039], [1.89313, -0.21900, 1.04011], [0.94060, 2.35877, -2.05337], [-0.17718, 5.63537, 2.58626], [-0.46393, 4.73816, 1.48941], [-1.84430, 4.29649, 1.50972], [0.49555, 3.63369, 1.34541], [0.51568, 2.64837, 2.49633], [1.26399, 2.96847, 3.62879], [1.25191, 2.16409, 4.75783], [0.47013, 1.02047, 4.76332], [-0.25191, 0.67787, 3.62756], [-0.23180, 1.46545, 2.47410], [-0.84918, 6.49536, 2.52166], [0.85017, 5.99531, 2.49877], [-0.30289, 5.17538, 3.58005], [-2.49657, 5.16322, 1.36468], [-2.12784, 3.80375, 2.45568], [-2.00487, 3.58963, 0.69699], [1.48721, 4.07826, 1.22296], [0.23960, 3.11444, 0.42509], [1.87295, 3.86642, 3.62326], [1.84842, 2.42967, 5.62287], [0.43862, 0.38257, 5.63973], [-0.82632, -0.24318, 3.63399]], "lowdin_charge": [1.192, -0.049, -0.037, -0.576, -0.003, 0.011, 0.091, 0.087, 0.076, 0.090, 0.134, 0.037, 0.028, 0.105, -0.086, -0.136, 0.137, -0.307, -0.275, 0.061, -0.137, -0.092, 0.105, 0.149, 0.105, 0.104, 0.104, 0.104, 0.146, -0.020, -0.460, -0.010, 0.159, -0.835, 0.150, -0.467, -0.016, -0.004, 0.086, 0.088, 0.082, 0.092, 0.086, 0.088, 0.091, 0.082, 0.091, 0.079, 0.094, 0.090, -0.071, -0.318, 0.062, -0.290, -0.259, -0.096, -0.134, -0.196, -0.012, -0.173, 0.082, 0.089, 0.087, 0.108, -0.128, -0.250, -0.116, -0.172, -0.258, -0.070, -0.107, -0.120, -0.156, -0.218, 0.075, 0.081, 0.077, 0.078, 0.079, 0.048, 0.126, 0.076, 0.104, 0.091, 0.089, 0.078]}

---

Look up the charge of the first one.
-1

---

Look up the charge of the first one.
-1